Run i
Density functional theory data (the ωB97M-V functional and the def2-TZVPD basis) for the molecule C2H3ClO2.

Properties
**SMILES**: C=C(Cl)OO
**E_HOMO**: -0.32346 Ha
**Molecular weight**: 94.50 g/mol

```
! wB97M-V def2-TZVPD RIJCOSX def2/J DEFGRID3
* xyz 0 1
C -1.194 1.043 -0.074
C -0.024 0.178 0.022
Cl 1.579 0.834 -0.042
O -0.169 -1.177 0.112
O 0.929 -2.032 0.281
H -0.733 2.024 -0.393
H -2.159 0.625 -0.024
H 1.772 -1.496 0.118
*
```

Run ii
Density functional theory data (the ωB97M-V functional and the def2-TZVPD basis) for the molecule C2H3ClO2.

Properties
**E_HOMO (alpha / beta)**: -0.27674 / -0.30791 Ha
**Molecular weight**: 94.50 g/mol

```
! wB97M-V def2-TZVPD RIJCOSX def2/J DEFGRID3
* xyz 0 1
C 0.881 -0.559 0.318
C -1.640 0.552 0.490
O -0.107 0.282 0.222
O -1.956 1.703 -0.028
Cl -2.576 -0.832 -0.025
H 1.834 -0.160 0.635
H 0.729 -1.627 0.227
H -2.296 1.686 -0.941
*
```

Run iii
Density functional theory data (the ωB97M-V functional and the def2-TZVPD basis) for the molecule C2H3ClO2.

Properties
**SMILES**: O[C@@]1(Cl)CO1
**E_HOMO**: -0.39165 Ha
**Molecular weight**: 94.50 g/mol

```
! wB97M-V def2-TZVPD RIJCOSX def2/J DEFGRID3
* xyz 0 1
O 0.548 -0.523 -1.416
C -0.066 0.255 -0.508
Cl -1.370 1.197 -1.184
C -0.056 0.011 0.937
O 0.790 1.024 0.443
H 0.591 -1.443 -1.122
H -0.898 0.348 1.534
H 0.460 -0.868 1.316
*
```

How far above the most stable structure does each one sit? In kcal/mol: run i 72.2; run ii 68.7; run iii 0.0.

Run i
Density functional theory data (the ωB97M-V functional and the def2-TZVPD basis) for a structure of composition C11H23N3O3.

Properties
**E_HOMO**: -0.31061 Ha
**Molecular weight**: 245.32 g/mol

```
! wB97M-V def2-TZVPD RIJCOSX def2/J DEFGRID3
* xyz 0 1
C 1.075 -1.090 -0.994
C -0.345 -1.041 -1.184
C 2.065 -0.896 0.202
C 3.494 -0.922 -0.066
C 4.400 -0.456 1.143
C 3.899 1.199 1.335
C -2.525 -0.134 -0.136
C -2.546 1.190 -0.660
C -3.223 -0.498 1.125
C -2.755 -2.138 1.311
C -2.963 0.446 2.364
H 1.692 1.171 -1.106
H 1.267 0.090 -2.580
H 1.466 -2.014 -1.693
H 2.076 -1.686 1.168
H 1.770 -0.071 0.954
H 3.702 0.235 -0.734
H 4.029 -1.814 -0.566
H 4.480 -1.006 2.219
H 5.554 -0.546 0.787
H 2.741 1.086 1.696
H 4.570 1.335 2.184
H 3.179 1.852 -0.506
H 4.827 1.554 -0.314
H -0.551 0.584 0.253
H -2.854 -0.907 -0.933
H -4.352 -0.315 0.986
H -3.055 -2.984 0.689
H -2.855 -2.594 2.485
H -1.501 -2.154 1.161
H -1.850 0.292 2.814
H -3.699 0.087 3.030
H -3.112 1.454 2.190
H -3.505 2.728 -0.896
N 1.702 0.153 -1.729
N 4.031 1.845 0.154
N -1.079 -0.341 -0.113
O -0.908 -1.602 -2.115
O -1.564 1.956 -0.681
O -3.784 1.905 -0.718
*
```

Run ii
Density functional theory data (the ωB97M-V functional and the def2-TZVPD basis) for the molecule C11H23N3O3.

Properties
**SMILES**: CC(C)[C@H](NC(=O)[C@@H](N)CCCCN)C(=O)O
**E_HOMO**: -0.32066 Ha
**Molecular weight**: 245.32 g/mol

```
! wB97M-V def2-TZVPD RIJCOSX def2/J DEFGRID3
* xyz 0 1
C 3.845 -1.713 -0.434
C 3.581 -0.150 -0.450
C 3.156 0.531 -1.833
C 2.538 0.123 0.623
N 1.263 -0.331 0.167
C 0.245 -0.851 0.920
O 0.388 -0.779 2.150
C -0.914 -1.465 0.144
N -1.906 -1.860 1.085
C -1.543 -0.415 -0.717
C -1.837 0.916 -0.027
C -2.990 1.749 -0.658
C -4.273 1.295 0.040
N -4.372 -0.158 -0.098
C 2.350 1.639 1.037
O 2.794 2.577 0.441
O 1.754 1.713 2.228
H 2.928 -2.284 -0.655
H 4.602 -1.997 -1.180
H 4.191 -2.044 0.569
H 4.551 0.338 -0.062
H 3.055 1.592 -1.637
H 3.889 0.432 -2.629
H 2.186 0.075 -2.068
H 2.816 -0.425 1.580
H 1.164 -0.332 -0.807
H -0.593 -2.271 -0.547
H -2.188 -2.836 1.055
H -1.557 -1.679 2.043
H -0.880 -0.211 -1.628
H -2.416 -0.819 -1.259
H -2.020 0.768 1.077
H -0.998 1.551 0.023
H -2.808 2.743 -0.270
H -2.905 1.664 -1.760
H -5.153 1.748 -0.401
H -4.349 1.552 1.045
H -3.708 -0.607 0.558
H -5.297 -0.538 -0.056
H 1.416 0.761 2.392
*
```

How far above the most stable structure does each one sit? In kcal/mol: run i 200.2; run ii 0.0.

Run i
Density functional theory data (the ωB97M-V functional and the def2-TZVPD basis) for a structure of composition C25H35BrN8O5Pb.

Properties
**E_HOMO (alpha / beta)**: -0.22617 / -0.18234 Ha
**Molecular weight**: 814.71 g/mol

```
! wB97M-V def2-TZVPD RIJCOSX def2/J DEFGRID3
* xyz 0 1
Pb -0.518 0.038 0.698
O 0.382 1.846 5.243
C 0.143 1.023 4.172
O -0.025 1.506 3.040
C 0.133 -0.352 4.442
C 0.332 -0.956 5.718
C 0.347 -2.310 5.815
C 0.172 -3.104 4.653
C -0.019 -2.441 3.442
N -0.045 -1.124 3.324
C -0.232 -3.203 2.162
O -0.228 -4.544 2.253
O -0.400 -2.725 1.063
H 0.303 2.745 4.905
H 0.470 -0.324 6.584
H 0.493 -2.790 6.774
H 0.187 -4.179 4.770
H -0.105 -4.807 3.172
C -2.148 2.943 -4.892
C -2.456 2.270 -3.586
C -3.751 2.026 -3.141
C -4.015 1.396 -1.943
C -2.974 0.971 -1.111
Br -3.801 -0.212 1.591
N -1.669 1.231 -1.577
C -1.448 1.843 -2.720
H -3.067 3.201 -5.419
H -1.559 2.303 -5.553
H -1.583 3.867 -4.750
H -4.594 2.339 -3.749
H -5.041 1.239 -1.626
H -0.401 2.001 -2.987
C 4.748 0.162 1.083
N 3.816 1.217 1.412
C 4.345 2.487 1.869
C 3.075 3.293 2.068
N 2.155 2.663 1.138
C 0.794 3.212 1.092
C 2.538 1.340 0.900
N 1.852 0.401 0.331
C 2.148 -0.981 -0.041
C 1.357 -1.493 -1.289
N -0.072 -1.202 -1.309
C -0.973 -1.597 -2.145
N -0.750 -2.346 -3.291
C 0.480 -2.235 -4.052
C -1.974 -2.477 -4.066
C -3.045 -2.204 -3.030
N -2.347 -1.367 -2.061
C -3.096 -0.962 -0.901
H 5.681 0.376 1.602
H 4.965 0.109 0.012
H 4.393 -0.807 1.428
H 4.997 2.942 1.113
H 4.916 2.358 2.788
H 3.210 4.344 1.812
H 2.709 3.226 3.100
H 0.740 4.303 1.068
H 0.272 2.944 2.008
H 0.037 3.198 -0.654
H 1.914 -1.632 0.808
H 3.190 -1.151 -0.308
H 1.536 -2.574 -1.308
H 1.852 -1.047 -2.156
H 0.740 -1.192 -4.265
H 0.330 -2.747 -5.001
H 1.316 -2.713 -3.549
H -2.051 -3.468 -4.512
H -2.005 -1.728 -4.868
H -3.405 -3.126 -2.560
H -3.899 -1.669 -3.446
H -4.127 -0.647 -1.052
H -2.377 0.345 -0.345
H -3.127 -1.747 -0.153
O 0.257 2.481 -0.036
*
```

Run ii
Density functional theory data (the ωB97M-V functional and the def2-TZVPD basis) for a structure of composition C25H35BrN8O5Pb.

Properties
**E_HOMO (alpha / beta)**: -0.25478 / -0.25394 Ha
**Molecular weight**: 814.71 g/mol

```
! wB97M-V def2-TZVPD RIJCOSX def2/J DEFGRID3
* xyz 0 1
Pb -0.346 0.968 -0.235
O -0.022 -2.526 -5.756
C -0.286 -2.070 -4.518
O 0.736 0.550 -1.969
C -1.012 -2.919 -3.650
C -1.427 -4.224 -4.000
C -2.124 -4.969 -3.081
C -2.426 -4.421 -1.835
C -1.975 -3.124 -1.568
N -1.283 -2.407 -2.428
C -2.292 -2.381 -0.286
O -3.111 -2.992 0.597
O -1.885 -1.281 0.004
H 0.365 -1.822 -6.288
H -1.197 -4.614 -4.981
H -2.450 -5.971 -3.324
H -2.988 -5.024 -1.136
H -3.408 -3.847 0.268
C -3.938 3.198 -5.429
C -2.747 3.289 -4.513
C -1.818 4.327 -4.614
C -0.733 4.389 -3.753
C -0.658 3.365 -2.828
Br 1.432 3.328 0.554
N -1.488 2.398 -2.696
C -2.535 2.337 -3.527
H -3.948 4.025 -6.138
H -4.872 3.230 -4.866
H -3.930 2.269 -6.000
H -1.955 5.092 -5.371
H 0.001 5.180 -3.797
H -3.227 1.512 -3.390
C 2.469 0.691 -1.806
N 2.962 -0.377 -1.063
C 4.165 -1.036 -1.530
C 4.397 -2.115 -0.489
N 3.283 -1.961 0.436
C 3.272 -2.891 1.549
C 2.437 -0.922 0.085
N 1.328 -0.475 0.708
C 0.737 -1.233 1.815
C 0.722 -0.498 3.151
N 0.129 0.807 3.171
C -0.064 1.359 4.317
N 0.238 0.950 5.621
C 0.967 -0.155 6.193
C -0.218 1.912 6.606
C -0.798 3.056 5.780
N -0.635 2.593 4.427
C -1.047 3.409 3.308
H 3.004 0.705 -2.762
H 2.512 1.640 -1.287
H 0.162 -1.228 -4.013
H 4.992 -0.324 -1.569
H 4.009 -1.441 -2.534
H 5.346 -1.981 0.035
H 4.388 -3.118 -0.923
H 4.151 -3.523 1.439
H 2.402 -3.547 1.548
H 3.351 -2.387 2.514
H 1.325 -2.110 2.048
H -0.247 -1.590 1.516
H 1.781 -0.454 3.457
H 0.214 -1.192 3.838
H 1.418 -0.798 5.454
H 0.311 -0.760 6.829
H 1.770 0.234 6.830
H 0.625 2.238 7.224
H -0.956 1.458 7.278
H -0.258 3.995 5.943
H -1.852 3.241 6.009
H -1.424 4.349 3.710
H -1.824 2.921 2.722
H -0.212 3.610 2.636
O -1.785 2.083 0.330
*
```

How far above the most stable structure does each one sit? In kcal/mol: run i 0.0; run ii 43.2.

Run i
Density functional theory data (the ωB97M-V functional and the def2-TZVPD basis) for the ion C12H15N2O with charge +1.

Properties
**SMILES**: C[N@H+]1CCC[C@@]12NC(=O)c1ccccc12
**E_HOMO**: -0.48132 Ha
**Molecular weight**: 203.27 g/mol

```
! wB97M-V def2-TZVPD RIJCOSX def2/J DEFGRID3
* xyz 1 1
C 2.305 -0.191 -1.152
N 1.508 -0.311 0.148
C 2.283 0.026 1.396
C 1.297 -0.005 2.569
C 0.190 0.748 1.921
C 0.167 0.465 0.409
N 0.322 1.711 -0.489
C -0.672 1.683 -1.399
O -0.841 2.506 -2.253
C -1.412 0.433 -1.287
C -2.525 0.003 -2.041
C -3.109 -1.143 -1.710
C -2.782 -1.831 -0.493
C -1.697 -1.402 0.292
C -1.058 -0.256 -0.144
H 3.006 0.574 -1.043
H 2.703 -1.006 -1.512
H 1.769 0.232 -1.977
H 1.125 -1.226 0.169
H 2.743 1.073 1.289
H 3.083 -0.681 1.482
H 1.920 0.426 3.320
H 0.996 -0.976 2.784
H -0.791 0.411 2.253
H 0.210 1.809 2.057
H 0.746 2.600 -0.095
H -2.729 0.417 -3.004
H -3.896 -1.395 -2.445
H -3.335 -2.767 -0.313
H -1.526 -1.929 1.268
*
```

Run ii
Density functional theory data (the ωB97M-V functional and the def2-TZVPD basis) for the ion C12H15N2O with charge +1.

Properties
**E_HOMO**: -0.49025 Ha
**Molecular weight**: 203.27 g/mol

```
! wB97M-V def2-TZVPD RIJCOSX def2/J DEFGRID3
* xyz 1 1
C -1.350 -2.167 0.506
C 1.014 0.404 0.761
C 1.335 0.370 -0.567
C -0.883 -1.977 2.816
C 0.208 0.021 -1.422
C -2.098 0.916 -0.592
C -2.310 1.437 0.786
C -1.317 0.930 1.695
C -0.357 0.216 0.861
C -0.990 -0.124 -0.566
C 3.082 0.153 -2.401
C 2.683 0.734 -1.039
N -0.692 -1.612 1.618
N -1.509 -1.496 -0.532
O -2.602 0.472 1.700
H -1.603 -3.149 0.513
H 1.522 0.407 1.763
H -1.274 -2.943 3.054
H -0.355 -1.464 3.526
H 0.034 0.780 -2.289
H 0.518 -0.957 -1.918
H -3.151 0.519 -0.990
H -1.697 1.828 -1.128
H -2.679 2.419 1.092
H -1.031 1.551 2.560
H 2.780 -0.841 -2.557
H 4.002 0.442 -2.724
H 2.529 0.670 -3.157
H 2.850 1.862 -1.230
H 3.344 0.600 -0.135
*
```

How far above the most stable structure does each one sit? In kcal/mol: run i 0.0; run ii 91.5.